Record 1
Formula: C35H29N3O5PtS2
Source: OMol25
Level of theory: ωB97M-V with the def2-TZVPD basis set

Lowest unoccupied orbital energy   -1.78 eV
Frontier orbital gap   0.2244 hartree
HOMO level   -7.9 eV

```
! wB97M-V def2-TZVPD RIJCOSX def2/J DEFGRID3
* xyz 0 1
Pt 0.133 -0.527 -0.055
S 0.192 1.285 -2.606
S -1.073 1.662 1.429
O 0.017 2.453 0.764
O 2.100 -0.505 -1.246
O 5.955 0.337 0.894
O 4.260 0.069 -1.034
O 5.768 0.387 3.115
N 1.636 -0.144 1.458
N -4.261 -6.365 -5.308
N 3.071 0.088 3.060
C -2.066 -2.330 0.654
C -2.840 4.074 -4.584
C 5.280 0.289 2.008
C -2.150 1.823 -4.063
C -4.685 1.009 -0.264
C 1.770 -0.062 2.767
C -0.840 3.686 -3.291
C -0.087 -2.638 1.978
C -0.784 -3.523 2.801
C -1.362 -0.951 -2.349
C 0.681 -0.110 3.782
C -3.906 -3.136 -3.983
C -3.530 0.856 0.493
C -2.764 -3.206 1.481
C -2.127 -3.797 2.568
C -0.772 -0.014 -1.861
C 3.118 -0.154 -0.584
C -3.785 -5.458 -4.793
C -2.550 1.839 0.439
C -1.870 -4.374 -3.684
C -4.871 2.136 -1.067
C -1.739 4.564 -3.893
C -3.321 -2.030 -3.387
C -3.178 -4.306 -4.141
C -0.732 -2.020 0.916
C 3.804 0.106 1.899
C -2.006 -2.081 -2.951
C -1.285 -3.263 -3.095
C -3.878 3.114 -1.085
C -2.711 2.968 -0.341
C -3.039 2.703 -4.670
C -6.124 2.283 -1.903
C -1.685 2.710 2.767
C 2.903 -0.049 0.897
C -1.049 2.311 -3.370
H -4.933 -3.100 -4.328
H -0.267 -3.997 3.629
H -3.532 4.758 -5.060
H -1.316 -5.298 -3.796
H -0.239 -0.455 3.317
H -2.487 2.165 3.282
H -4.012 4.004 -1.695
H -3.886 -1.111 -3.265
H 0.942 -0.788 4.596
H -0.848 2.894 3.448
H -5.459 0.243 -0.229
H 5.328 0.254 0.087
H -6.147 3.245 -2.416
H -0.259 -3.288 -2.745
H -2.565 -1.895 -0.202
H -3.892 2.312 -5.216
H -1.576 5.634 -3.818
H -2.057 3.645 2.341
H -6.180 1.493 -2.660
H 3.503 0.182 3.966
H -2.668 -4.480 3.214
H -2.310 0.754 -4.135
H -7.022 2.198 -1.284
H 0.966 -2.456 2.166
H -1.926 3.719 -0.369
H -3.389 -0.014 1.127
H -3.806 -3.428 1.270
H 0.020 4.062 -2.742
H 0.514 0.883 4.211
*
```

=====

Record 2
Formula: C16H28N5O2PS2Ti
Source: OMol25
Level of theory: ωB97M-V with the def2-TZVPD basis set

Lowest unoccupied orbital energy   -6.46 eV
Frontier orbital gap   0.2726 hartree
HOMO level   -13.9 eV

```
! wB97M-V def2-TZVPD RIJCOSX def2/J DEFGRID3
* xyz 2 1
Ti -0.482 0.797 0.210
S 1.589 1.771 0.720
S -0.659 2.569 -1.405
P -0.760 -2.080 -1.356
O -2.230 0.711 0.617
O -0.178 -0.752 -0.774
N 1.043 0.081 2.746
N 0.783 4.779 -1.582
N 3.235 0.664 2.496
N -0.348 4.529 0.420
N -0.232 0.293 2.235
C 0.571 5.335 1.230
C -4.463 0.701 1.437
C -1.495 -3.023 -0.035
C -4.829 0.153 3.766
C -5.319 0.505 2.508
C -3.100 0.551 1.635
C -3.472 0.004 3.955
C -0.008 4.072 -0.785
C 1.955 0.742 2.114
C -1.496 4.017 1.156
C 1.469 4.188 -2.734
C -2.584 0.206 2.889
C -1.170 0.070 3.102
C -1.998 -1.684 -2.573
C 0.833 6.245 -1.535
C 0.569 -2.994 -2.100
H -1.550 -1.092 -3.372
H 0.218 6.360 1.343
H -3.079 -0.266 4.927
H 1.773 6.605 -1.120
H 1.563 5.330 0.791
H 1.322 -3.220 -1.345
H 1.019 -2.400 -2.895
H 0.188 -3.926 -2.519
H -1.901 -3.958 -0.423
H -4.835 0.973 0.458
H -0.832 -0.230 4.091
H 2.379 4.760 -2.905
H -0.001 6.632 -0.958
H -2.801 -1.116 -2.102
H -2.301 -2.445 0.419
H 3.477 0.119 3.308
H 1.734 3.156 -2.532
H -6.384 0.625 2.363
H 0.743 6.608 -2.558
H 0.632 4.873 2.215
H 0.844 4.240 -3.626
H -2.272 3.677 0.477
H -0.737 -3.247 0.717
H 3.951 1.183 2.022
H -2.410 -2.601 -2.998
H -1.193 3.201 1.824
H -5.512 0.001 4.590
H -1.894 4.823 1.771
*
```

=====

Record 3
Formula: C5H7NO2
Source: OMol25
Level of theory: ωB97M-V with the def2-TZVPD basis set

Lowest unoccupied orbital energy (alpha / beta)   0.58 / 0.58 eV
Frontier orbital gap (alpha / beta)   0.2843 / 0.2843 hartree
HOMO level (alpha / beta)   -7.2 / -7.2 eV

```
! wB97M-V def2-TZVPD RIJCOSX def2/J DEFGRID3
* xyz 0 1
O 0.423 -1.362 0.198
O -0.712 0.452 -2.300
N 1.011 -0.793 -0.910
C -0.903 -1.015 2.110
C 0.516 1.041 -2.673
C 0.123 1.305 -0.133
C -0.200 -0.545 0.946
C 0.359 0.544 -1.302
H -0.472 -0.643 3.076
H -1.825 -0.593 1.970
H 0.919 -1.382 -1.656
H -0.662 1.952 0.093
H 1.014 0.331 -3.391
H 0.413 2.092 -2.855
H -0.898 -2.124 2.164
*
```

=====

Record 4
Formula: C18H53O9
Source: OMol25
Level of theory: ωB97M-V with the def2-TZVPD basis set

Lowest unoccupied orbital energy   2.25 eV
Frontier orbital gap   0.2493 hartree
HOMO level   -4.5 eV

```
! wB97M-V def2-TZVPD RIJCOSX def2/J DEFGRID3
* xyz -1 1
O 2.267 1.850 1.543
O -1.349 2.420 3.165
O 0.604 -0.558 3.230
O -4.826 -0.631 1.081
O -1.474 -2.714 -4.729
O -1.648 3.304 -0.718
O 4.340 -3.362 -2.169
O -0.509 0.763 0.988
O 2.871 -5.694 -1.481
C -0.877 -1.138 -0.580
C -1.670 5.707 -0.621
C 2.713 2.565 0.409
C -3.102 -1.287 -3.629
C 4.181 2.704 0.626
C 4.344 -2.385 -1.189
C -0.278 3.190 3.724
C -0.793 4.552 4.058
C 3.093 -1.531 -1.348
C 1.685 -5.126 -0.971
C 0.818 -4.514 -2.091
C -5.261 0.322 0.121
C -4.316 1.504 0.205
C -0.299 0.221 -0.281
C -2.404 -2.670 -3.716
C 1.720 -2.418 2.325
C 1.748 -1.349 3.417
C -1.242 4.400 0.023
H 1.806 -1.934 1.352
H -2.754 5.817 -0.614
H -1.176 5.818 -1.587
H 5.254 -1.799 -1.317
H 2.655 -6.616 -1.635
H -3.401 1.160 -0.276
H 0.002 5.149 4.504
H -1.927 -2.856 -2.753
H 2.218 -2.018 -0.919
H 4.336 3.331 1.504
H 4.479 -2.829 -0.202
H -0.166 4.369 0.194
H 2.835 -1.397 -2.399
H 0.595 -0.204 2.338
H 2.593 -3.053 2.470
H 0.007 2.591 4.590
H -2.298 -0.570 -3.458
H 1.410 1.478 1.323
H -0.512 -1.481 -1.548
H 0.575 -5.289 -2.818
H -4.074 1.814 1.222
H -5.202 -1.493 0.889
H 1.884 -4.309 -0.277
H 2.521 1.968 -0.482
H 3.097 -0.554 -0.865
H -5.361 -0.183 -0.840
H -3.643 -1.146 -2.693
H 4.627 3.188 -0.242
H 0.761 0.035 -0.453
H -6.266 0.695 0.317
H 0.523 3.219 2.986
H 1.294 -3.739 -2.693
H -0.153 -4.142 -1.764
H -3.709 -0.987 -4.483
H 2.215 3.510 0.190
H -1.722 4.285 0.995
H -0.471 -1.869 0.119
H 3.877 -4.112 -1.788
H 1.199 -5.833 -0.299
H -0.652 0.893 -1.064
H -3.132 -3.474 -3.820
H -1.415 6.541 0.033
H 2.580 -0.679 3.203
H -4.679 2.431 -0.238
H -1.102 5.029 3.128
H -1.002 2.006 2.371
H 0.801 -3.004 2.355
H 4.676 1.735 0.701
H -1.344 2.477 -0.338
H -1.957 -1.257 -0.490
H 1.830 -1.724 4.437
H -1.187 -3.606 -4.940
H -1.684 4.493 4.683
*
```

=====

What are the ΔE to the lowest compared entry with this formula, charge and spin values for these records? In order: 2.376, 0.000, 8.798, 0.449 eV.